The following is a quantum chemistry calculation of a cluster of 2 separate species, C4H5ClN2 in total, from the Open Molecules 2025 dataset.

Cartesian coordinates (Å):
C1 0.555 1.352 0.613
C2 1.024 0.482 -0.070
C3 -2.659 -0.097 1.716
C4 1.770 -0.488 -0.787
N1 -3.271 0.701 2.780
N2 -1.757 0.523 2.282
Cl1 -3.080 -1.221 0.598
H1 -0.095 2.184 0.780
H2 -3.339 0.148 3.657
H3 1.264 -1.490 -0.904
H4 1.886 -0.176 -1.936
H5 2.885 -0.485 -0.443

Its HOMO energy is -9.619 eV. The SMILES is ClC1=NN1.C#CC. As for the maximum force: 4.09 eV/A. For the LUMO energy, the calculation gives 0.55 eV.


The following is a quantum chemistry calculation of the molecule C3H6N2O2, from the Open Molecules 2025 dataset.

Cartesian coordinates (Å):
C1 -0.655 -0.292 -0.399
C2 0.759 -0.161 -0.538
N1 1.799 -1.946 1.094
C3 -1.128 1.336 -0.680
O1 0.874 -1.759 0.015
N2 -1.772 1.918 0.247
O2 1.666 0.605 -0.548
H1 1.227 -1.959 1.940
H2 2.357 -1.085 1.128
H3 -2.108 2.849 -0.029
H4 -1.109 -0.867 -1.202
H5 -1.005 -0.440 0.627
H6 -0.904 1.800 -1.656

Its HOMO energy is -8.728 eV. The SMILES is [H]/N=C/CC(=O)ON. As for the maximum force: 7.09 eV/A. For the LUMO energy, the calculation gives 0.45 eV.


The following is a quantum chemistry calculation of a structure of composition C40H49N2P2SeSi2Ta, from the Open Molecules 2025 dataset.

Cartesian coordinates (Å):
Ta1 1.295 0.420 0.028
C1 3.442 2.989 1.714
Si1 2.042 2.306 2.760
C2 2.599 0.798 3.728
C3 1.222 3.579 3.844
N1 0.886 1.631 1.520
P1 -0.733 1.831 1.067
C4 -0.796 0.614 -0.186
P2 -0.939 -1.079 0.227
N2 0.685 -1.405 0.533
Si2 1.703 -2.872 0.771
C5 1.472 -3.995 -0.705
C6 3.415 -2.077 0.911
C7 1.407 -3.770 2.382
C8 -2.016 -1.507 1.580
C9 -3.375 -1.231 1.436
C10 -4.249 -1.587 2.444
C11 -3.777 -2.226 3.584
C12 -2.426 -2.490 3.732
C13 -1.540 -2.116 2.733
C14 -1.418 -2.054 -1.193
C15 -2.096 -3.261 -1.033
C16 -2.354 -4.054 -2.141
C17 -1.937 -3.645 -3.398
C18 -1.264 -2.442 -3.560
C19 -1.007 -1.643 -2.461
C20 -1.838 1.722 2.462
C21 -1.460 1.119 3.654
C22 -2.348 1.072 4.714
C23 -3.617 1.613 4.573
C24 -4.002 2.196 3.376
C25 -3.117 2.254 2.318
C26 -0.924 3.468 0.387
C27 -1.002 4.567 1.245
C28 -1.059 5.843 0.717
C29 -1.041 6.025 -0.661
C30 -0.977 4.934 -1.513
C31 -0.918 3.653 -0.991
H1 4.297 3.284 2.310
H2 3.814 2.246 0.999
H3 3.117 3.856 1.140
H4 3.302 1.080 4.503
H5 1.770 0.290 4.212
H6 3.106 0.075 3.091
H7 1.863 3.733 4.707
H8 1.112 4.536 3.347
H9 0.247 3.267 4.217
H10 1.395 -3.443 -1.641
H11 2.310 -4.678 -0.787
H12 0.574 -4.598 -0.609
H13 3.617 -1.204 0.285
H14 3.602 -1.792 1.944
H15 4.189 -2.787 0.641
H16 0.497 -4.360 2.411
H17 2.240 -4.460 2.488
H18 1.439 -3.111 3.247
H19 -3.752 -0.756 0.541
H20 -5.301 -1.381 2.338
H21 -4.468 -2.516 4.359
H22 -2.061 -2.981 4.621
H23 -0.482 -2.299 2.855
H24 -2.422 -3.588 -0.057
H25 -2.885 -4.983 -2.021
H26 -2.143 -4.262 -4.259
H27 -0.946 -2.121 -4.541
H28 -0.499 -0.691 -2.597
H29 -0.472 0.693 3.761
H30 -2.053 0.617 5.646
H31 -4.306 1.584 5.401
H32 -4.989 2.615 3.271
H33 -3.417 2.728 1.395
H34 -1.044 4.431 2.315
H35 -1.132 6.695 1.375
H36 -1.090 7.021 -1.069
H37 -0.986 5.081 -2.581
H38 -0.885 2.788 -1.646
C32 1.150 -2.051 -6.959
C33 1.407 -1.253 -5.725
C34 2.398 -1.614 -4.830
C35 2.677 -0.869 -3.690
C36 3.772 -1.333 -2.793
C37 1.907 0.271 -3.447
Se1 2.255 1.493 -1.951
C38 0.892 0.673 -4.337
C39 0.042 1.882 -4.119
C40 0.669 -0.107 -5.461
H39 1.658 -3.010 -6.926
H40 1.501 -1.515 -7.839
H41 0.085 -2.229 -7.094
H42 2.992 -2.494 -5.028
H43 4.410 -2.047 -3.305
H44 3.358 -1.853 -1.930
H45 4.394 -0.509 -2.435
H46 -0.595 1.752 -3.244
H47 -0.603 2.046 -4.977
H48 0.638 2.780 -3.968
H49 -0.101 0.197 -6.156

Its HOMO energy is -13.373 eV. As for the maximum force: 2.47 eV/A. Its total charge is +2. For the LUMO energy, the calculation gives -6.59 eV.


What did the first record say?
The following is a quantum chemistry calculation of a cluster of 2 separate species, C4H5ClN2 in total, from the Open Molecules 2025 dataset.

Cartesian coordinates (Å):
C1 0.555 1.352 0.613
C2 1.024 0.482 -0.070
C3 -2.659 -0.097 1.716
C4 1.770 -0.488 -0.787
N1 -3.271 0.701 2.780
N2 -1.757 0.523 2.282
Cl1 -3.080 -1.221 0.598
H1 -0.095 2.184 0.780
H2 -3.339 0.148 3.657
H3 1.264 -1.490 -0.904
H4 1.886 -0.176 -1.936
H5 2.885 -0.485 -0.443

Its HOMO energy is -9.619 eV. The SMILES is ClC1=NN1.C#CC. As for the maximum force: 4.09 eV/A. For the LUMO energy, the calculation gives 0.55 eV.